[1]
Density functional theory data (wB97M-V/def2-TZVPD) for C9H9ClDyN2S as an isolated structure.

Element x y z (Å)
C 3.536 0.860 0.157
C 2.058 0.714 -0.426
Cl 1.042 1.986 0.417
C 1.454 -0.740 -0.265
C -0.149 -0.521 0.078
C -0.598 -0.817 1.413
C -2.052 -0.601 1.716
C -2.939 -0.076 0.635
N -4.281 0.214 0.756
S -4.820 0.776 -0.684
N -3.462 0.722 -1.681
C -2.526 0.250 -0.817
C -1.109 0.005 -1.092
H 3.933 -0.152 0.410
H 4.170 1.409 -0.584
H 3.493 1.525 1.059
H 2.030 0.992 -1.511
H 1.927 -1.367 0.529
H 1.482 -1.366 -1.248
H 0.141 -1.187 2.162
H -2.420 -0.839 2.739
H -0.603 0.196 -2.120
Dy -0.306 -1.982 -1.643

Output
Gap between HOMO and LUMO (spin up / spin down) ... 6.472 / 5.397 eV
Charge ... +3
Multiplicity ... 6
Highest occupied orbital energy (spin up / spin down) ... -20.71 / -20.60 eV

For reference, the Mulliken charges in units of e are: -1.086, 0.063, -0.064, -0.424, -0.313, -0.493, -0.698, 0.616, -0.422, 0.522, -0.513, 0.297, 0.006, 0.358, 0.330, 0.364, 0.396, 0.583, -0.127, 0.514, 0.492, 0.708, 1.892


[2]
Density functional theory data (wB97M-V/def2-TZVPD) for the molecule C6H8OS.

Element x y z (Å)
S 2.344 0.047 -3.630
C 2.052 -0.484 -2.125
C 0.797 -0.319 -1.412
C 0.642 -0.776 -0.149
C -0.598 -0.640 0.649
C -0.602 0.455 1.739
C -1.674 1.101 0.872
O -1.664 0.016 -0.073
H 2.860 -1.010 -1.550
H -0.044 0.161 -1.927
H 1.494 -1.294 0.345
H -0.926 -1.608 0.985
H 0.319 1.004 1.821
H -0.925 0.131 2.722
H -1.381 2.030 0.387
H -2.694 1.185 1.346

Output
Gap between HOMO and LUMO ... 8.046 eV
Structure (SMILES) ... S=C/C=C/[C@H]1CCO1
Charge ... 0
ΔE to the lowest compared entry with this formula, charge and spin ... 204.22 kJ/mol
Highest occupied orbital energy ... -8.62 eV

For reference, the Mulliken charges in units of e are: -0.233, -0.426, 0.183, -0.813, 0.407, -0.763, -0.247, -0.462, 0.223, 0.404, 0.269, 0.395, 0.284, 0.288, 0.254, 0.237


[3]
Density functional theory data (wB97M-V/def2-TZVPD) for a 2-piece molecular cluster, C5H8N2 overall.

Element x y z (Å)
N -1.645 1.450 -0.392
C -0.798 0.885 -1.080
C -0.223 0.045 -1.910
N 0.457 -0.297 -2.884
H -2.579 1.043 -0.319
H 1.238 0.297 -3.161
C 0.364 -1.380 0.111
C 0.829 -0.295 0.753
C 0.166 0.344 1.926
H -0.547 -1.863 0.434
H 0.958 -1.920 -0.608
H 1.774 0.139 0.449
H -0.151 1.358 1.679
H 0.863 0.416 2.761
H -0.707 -0.223 2.242

Output
Gap between HOMO and LUMO ... 8.213 eV
Structure (SMILES) ... N=C=C=N.C=CC
Charge ... 0
ΔE to the lowest compared entry with this formula, charge and spin ... 407.30 kJ/mol
Highest occupied orbital energy ... -8.18 eV

For reference, the Mulliken charges in units of e are: -0.609, 0.471, 0.315, -0.634, 0.236, 0.243, -0.869, 0.024, -1.042, 0.237, 0.398, 0.301, 0.301, 0.346, 0.284


[4]
Density functional theory data (wB97M-V/def2-TZVPD) for C57H38GeIMoN12 as an isolated structure.

Element x y z (Å)
Mo -0.504 0.487 0.340
C -1.967 -6.152 0.183
C -3.255 -5.689 0.460
C -3.509 -4.329 0.547
C -2.439 -3.464 0.376
C -2.414 -1.991 0.396
N -1.114 -1.550 0.236
C -0.280 -2.722 -0.004
N 0.640 -2.736 -1.105
C 0.840 -1.542 -1.830
C 1.637 -1.570 -2.968
C 2.115 -2.618 -3.797
C 2.913 -2.294 -4.855
C 3.270 -0.934 -5.129
C 2.826 0.087 -4.340
C 2.006 -0.228 -3.229
C 1.398 0.547 -2.241
N 1.489 1.914 -2.250
C 0.616 2.616 -1.657
N -0.470 2.172 -0.894
C -1.359 3.247 -0.760
N -2.515 3.284 -0.222
C -3.122 2.142 0.223
N -2.598 0.860 0.176
C -3.583 0.001 0.590
N -3.506 -1.361 0.629
C -4.725 0.725 0.950
C -5.991 0.345 1.457
C -6.906 1.321 1.726
C -6.608 2.702 1.485
C -5.400 3.092 0.983
C -4.424 2.097 0.722
C -0.727 4.448 -1.329
C -1.173 5.759 -1.403
C -0.334 6.689 -2.002
C 0.907 6.306 -2.525
C 1.335 4.988 -2.462
C 0.499 4.071 -1.843
N 0.663 -0.254 -1.385
C -1.163 -3.915 0.132
C -0.908 -5.271 0.006
H -1.788 -7.218 0.097
H -4.061 -6.401 0.593
H -4.500 -3.933 0.729
H 1.824 -3.646 -3.603
H 3.277 -3.074 -5.515
H 3.904 -0.721 -5.982
H 3.093 1.117 -4.542
H -6.216 -0.704 1.619
H -7.883 1.057 2.114
H -7.369 3.445 1.695
H -5.180 4.135 0.783
H -2.142 6.032 -1.006
H -0.644 7.725 -2.074
H 1.538 7.054 -2.991
H 2.285 4.672 -2.876
H 0.072 -5.649 -0.248
N -2.454 0.448 4.266
C -2.434 -0.929 4.205
C -1.679 -1.246 3.123
N -1.256 -0.092 2.509
C -1.730 0.896 3.230
C -1.296 2.217 2.857
N -0.592 2.298 1.760
C -0.085 3.572 1.710
C -0.515 4.263 2.793
N -1.287 3.381 3.527
H -3.016 1.004 4.885
H -2.962 -1.542 4.914
H -1.440 -2.218 2.734
H 0.553 3.890 0.904
H -0.362 5.282 3.099
H -1.748 3.581 4.395
C 1.189 -2.736 0.283
Ge 2.376 -4.159 0.895
C 1.737 -4.772 2.635
C 2.345 -5.805 3.350
C 1.884 -6.173 4.607
C 0.811 -5.500 5.178
C 0.212 -4.454 4.492
C 0.674 -4.097 3.232
C 2.574 -5.608 -0.395
C 2.393 -6.954 -0.086
C 2.588 -7.939 -1.048
C 2.959 -7.586 -2.339
C 3.128 -6.247 -2.666
C 2.938 -5.268 -1.700
C 4.167 -3.420 1.152
C 4.351 -2.384 2.068
C 5.603 -1.823 2.273
C 6.700 -2.301 1.569
C 6.538 -3.340 0.664
C 5.280 -3.893 0.458
H 1.558 -1.763 0.594
H 3.202 -6.324 2.931
H 2.366 -6.981 5.144
H 0.451 -5.786 6.160
H -0.613 -3.909 4.937
H 0.211 -3.267 2.710
H 2.071 -7.244 0.908
H 2.442 -8.981 -0.789
H 3.107 -8.352 -3.091
H 3.402 -5.960 -3.674
H 3.060 -4.225 -1.976
H 3.505 -1.989 2.620
H 5.717 -1.004 2.973
H 7.678 -1.860 1.721
H 7.390 -3.717 0.111
H 5.173 -4.702 -0.255
I 2.114 0.730 1.465

Output
Gap between HOMO and LUMO (spin up / spin down) ... 4.756 / 4.722 eV
Charge ... -1
ΔE to the lowest compared entry with this formula, charge and spin ... 5.16 kJ/mol
Multiplicity ... 3
Highest occupied orbital energy (spin up / spin down) ... -3.08 / -3.04 eV

Results of the Mulliken charge analysis, in e, for atoms 1 through 99: -0.446, -1.005, -0.840, -0.277, 0.279, -0.865, 0.739, 0.791, 0.047, -1.531, 0.571, -0.123, -0.774, -0.700, -0.239, -0.073, -1.137, -0.376, -0.139, 0.236, -0.762, -0.493, -0.832, 0.501, -0.897, -0.466, 0.906, -0.552, -0.607, -0.574, -0.609, 0.942, 1.144, -0.207, -0.704, -0.558, -0.484, 0.055, 0.765, 0.829, 0.170, 0.457, 0.386, 0.597, 0.698, 0.390, 0.369, 0.543, 0.500, 0.389, 0.388, 0.514, 0.576, 0.401, 0.397, 0.535, 0.525, -0.111, -1.325, -0.189, 0.876, 0.037, -0.573, 1.357, -0.716, -1.119, -0.061, 0.209, 0.443, 0.613, 0.643, 0.406, 0.170, 0.062, 2.464, 0.059, -0.422, -0.746, -0.542, -0.280, -0.151, 0.105, -0.222, -0.622, -0.525, -0.850, -1.314, -0.010, -0.445, -0.914, -0.442, -0.708, -0.401, -0.898, 0.403, 0.397, 0.371, 0.432, -0.128


[5]
Density functional theory data (wB97M-V/def2-TZVPD) for C9H21B3Br2N2O5 as an isolated structure.

Element x y z (Å)
C -2.126 0.585 -0.176
C -2.801 1.559 -1.134
Br -2.252 3.366 -0.724
C -2.563 1.156 -2.619
Br -2.432 2.646 -3.861
B -1.265 0.280 -2.818
O -0.009 0.795 -3.067
B 0.779 0.050 -3.912
O 0.190 -0.996 -4.600
B -0.819 -1.681 -3.954
O -1.358 -1.109 -2.818
H -2.600 0.637 0.802
H -2.219 -0.440 -0.544
H -1.077 0.848 -0.021
H -3.871 1.560 -0.951
H -3.430 0.603 -2.974
H 1.945 0.247 -4.008
H -1.203 -2.722 -4.370
C -0.770 1.938 3.049
O -1.942 1.993 2.727
N -0.189 0.865 3.622
C 1.221 0.828 3.944
C -1.011 -0.300 3.896
H -0.067 2.769 2.870
H 1.730 0.031 3.398
H 1.383 0.657 5.011
H 1.691 1.772 3.675
H -1.455 -0.685 2.977
H -1.824 -0.048 4.577
H -0.389 -1.070 4.347
C 2.554 -1.754 1.237
O 3.596 -1.668 1.857
N 2.396 -1.393 -0.051
C 1.125 -1.501 -0.732
C 3.548 -0.873 -0.769
H 1.624 -2.137 1.694
H 1.198 -2.168 -1.595
H 0.785 -0.522 -1.075
H 0.379 -1.904 -0.048
H 4.350 -1.610 -0.794
H 3.932 0.023 -0.280
H 3.248 -0.628 -1.786

Output
Gap between HOMO and LUMO ... 9.843 eV
Charge ... 0
ΔE to the lowest compared entry with this formula, charge and spin ... 0.00 kJ/mol
Highest occupied orbital energy ... -9.46 eV

For reference, the Mulliken charges in units of e are: -1.406, -0.045, -0.109, -0.334, -0.127, 0.817, -0.745, 0.830, -0.634, 0.710, -0.696, 0.438, 0.379, 0.296, 0.490, 0.350, -0.149, -0.121, 0.108, -0.582, 0.172, -0.829, -0.965, 0.301, 0.250, 0.344, 0.281, 0.225, 0.334, 0.400, 0.055, -0.622, 0.187, -0.762, -0.946, 0.375, 0.309, 0.236, 0.236, 0.338, 0.318, 0.292


[6]
Density functional theory data (wB97M-V/def2-TZVPD) for C30H37N7O4V as an isolated structure.

Element x y z (Å)
V -0.099 -0.136 0.610
C -1.668 1.812 2.631
O -0.502 1.480 1.823
C 0.725 2.093 2.197
C 0.814 3.368 2.708
C 2.077 3.821 3.079
C 3.199 3.010 2.949
C 3.091 1.722 2.440
C 1.840 1.278 2.048
N 1.521 -0.033 1.580
N 2.317 -1.012 1.893
C 1.833 -2.249 1.911
C 0.410 -2.546 1.954
O -0.481 -1.625 1.675
C -0.030 -3.810 2.373
C 0.889 -4.787 2.651
C 2.293 -4.588 2.553
C 3.184 -5.636 2.845
C 4.540 -5.425 2.770
C 5.027 -4.165 2.404
C 4.169 -3.123 2.110
C 2.790 -3.320 2.186
H -1.344 1.953 3.659
H -2.343 0.962 2.572
H -2.134 2.712 2.236
H -0.058 3.995 2.836
H 2.180 4.818 3.485
H 4.166 3.379 3.261
H 3.949 1.071 2.354
H -1.091 -3.983 2.484
H 0.536 -5.762 2.967
H 2.792 -6.602 3.133
H 5.231 -6.225 2.995
H 6.095 -4.004 2.350
H 4.566 -2.158 1.828
N -1.966 0.417 -2.912
C -2.669 -0.913 -3.136
C -3.795 -1.028 -2.129
C -3.339 -1.366 -0.715
N -2.611 -0.230 -0.061
C -2.460 -2.606 -0.701
C -1.268 -2.536 -1.649
N -0.131 -1.712 -1.094
C -1.689 -2.077 -3.054
H -2.569 1.199 -3.186
H -1.105 0.495 -3.457
H -1.744 0.518 -1.914
H -3.064 -0.834 -4.148
H -4.426 -1.852 -2.473
H -4.437 -0.143 -2.147
H -4.241 -1.572 -0.135
H -2.418 -0.566 0.879
H -3.254 0.546 0.083
H -3.074 -3.457 -1.006
H -2.127 -2.826 0.315
H -0.885 -3.550 -1.774
H 0.457 -1.431 -1.877
H 0.467 -2.372 -0.590
H -2.212 -2.919 -3.513
H -0.818 -1.911 -3.695
O -3.644 4.761 -2.142
C -2.508 5.558 -2.447
N -1.384 4.793 -1.965
C -0.385 4.351 -2.762
O -0.166 4.728 -3.888
C 0.454 3.213 -2.214
C 1.707 2.974 -2.770
C 2.414 1.848 -2.379
C 1.827 0.964 -1.492
N 0.600 1.161 -0.978
C -0.037 2.299 -1.302
H -4.443 5.254 -2.362
H -2.558 6.524 -1.941
H -2.377 5.706 -3.519
H -1.435 4.497 -1.005
H 2.095 3.672 -3.503
H 3.400 1.640 -2.771
H 2.346 0.063 -1.183
H -1.009 2.435 -0.836

Output
Gap between HOMO and LUMO (spin up / spin down) ... 6.156 / 6.408 eV
Charge ... +3
ΔE to the lowest compared entry with this formula, charge and spin ... 73.64 kJ/mol
Multiplicity ... 3
Highest occupied orbital energy (spin up / spin down) ... -15.66 / -15.70 eV

For reference, the Mulliken charges in units of e are: 0.233, -1.210, 0.408, 0.787, -0.842, -0.772, -0.736, -0.871, 0.218, 1.194, -0.801, 0.530, 0.777, -0.138, -1.230, -0.806, 0.688, -0.909, -0.652, -0.700, -0.553, 0.691, 0.452, 0.326, 0.349, 0.528, 0.475, 0.457, 0.575, 0.547, 0.453, 0.452, 0.440, 0.436, 0.466, 0.127, 0.402, -1.513, 0.008, -0.368, -1.077, 0.273, -0.304, -1.671, 0.453, 0.475, -0.566, 0.277, 0.552, 0.415, 0.668, 0.071, 0.342, 0.581, 0.070, 0.457, 0.300, 0.301, 0.499, 0.452, -0.519, -0.510, -0.093, 0.321, -0.586, 0.536, -0.470, -1.272, -0.467, 1.504, -0.827, 0.316, 0.368, 0.400, 0.161, 0.553, 0.509, 0.503, 0.091